Below is a cluster of 2 separate species, C3H6BBrO2 in total, with properties calculated with ωB97M-V/def2-TZVPD.

```
13
Properties=species:S:1:pos:R:3:nbo_charge:R:1
B 1.25780 -0.74634 0.30592 0.998
C -1.62130 0.85741 0.11392 -0.525
C -0.71798 0.62842 -0.75045 -0.084
C 1.53872 0.71365 0.11480 -0.477
O 0.82497 -1.24213 1.53298 -0.920
O 1.37646 -1.64362 -0.71330 -0.868
Br 1.47665 1.74163 1.77134 0.052
H -2.59011 0.76606 -0.18689 0.208
H -1.41632 1.28675 1.15426 0.221
H -0.92582 0.25242 -1.71951 0.166
H 1.98665 1.42238 -0.64156 0.236
H 0.40546 -2.16438 1.71822 0.509
H 1.20262 -2.52624 -0.42511 0.484
```

Properties
HOMO-LUMO gap (spin up / spin down)   0.2729 / 0.3003 Eh
Energy above the lowest of the compared OMol25 structures with the same formula, charge and spin   285.6 kJ/mol
Electronic energy   -2867.134236 Eh
LUMO energy (spin up / spin down)   0.323 / -2.011 eV
2S+1   3
HOMO level (spin up / spin down)   -7.104 / -10.184 eV

***

Below is a structure of composition C3H6BN, with properties calculated with ωB97M-V/def2-TZVPD.

```
11
Properties=species:S:1:pos:R:3:nbo_charge:R:1
B 0.80579 -0.97358 0.46203 0.313
C -0.03877 0.86065 -0.16338 -0.074
C 0.31555 -0.39362 -0.91203 -0.742
C -2.31515 1.69058 0.20464 0.023
N -1.22151 1.18952 0.17854 -0.262
H 0.06613 -1.58527 1.13134 -0.068
H 0.75377 1.55259 0.08681 0.220
H 1.06794 -0.17997 -1.66934 0.236
H -0.56363 -0.83422 -1.37496 0.233
H 1.88943 -0.74358 0.84386 -0.070
H -3.02980 1.61455 0.99944 0.190
```

Properties
HOMO-LUMO gap (spin up / spin down)   0.3037 / 0.3037 Eh
Energy above the lowest of the compared OMol25 structures with the same formula, charge and spin   296.9 kJ/mol
Electronic energy   -197.384374 Eh
LUMO energy (spin up / spin down)   0.195 / 0.195 eV
HOMO level (spin up / spin down)   -8.070 / -8.069 eV

***

Below is a structure of composition C3H6BiO3, with properties calculated with ωB97M-V/def2-TZVPD.

```
13
Properties=species:S:1:pos:R:3:nbo_charge:R:1
H 0.43989 -1.09510 -0.61515 0.622
O -0.75646 -1.85717 -0.54984 -0.571
C -0.91174 -1.29427 0.56412 1.041
O -0.88762 -1.84823 1.66381 -0.810
Bi -1.21008 -3.62541 2.62957 1.788
O 0.12326 -0.29553 0.42860 -0.516
C -0.24328 0.91707 -0.30808 -0.092
C 1.04254 1.61449 -0.66395 -0.651
H -0.89556 1.50017 0.34855 0.225
H -0.78945 0.60861 -1.20771 0.211
H 1.67560 1.75441 0.22114 0.247
H 0.81787 2.59526 -1.10257 0.278
H 1.59503 1.02570 -1.40849 0.228
```

Properties
Total charge   +2
HOMO-LUMO gap (spin up / spin down)   0.2305 / 0.2429 Eh
Energy above the lowest of the compared OMol25 structures with the same formula, charge and spin   204.4 kJ/mol
Electronic energy   -557.346642 Eh
LUMO energy (spin up / spin down)   -12.786 / -12.597 eV
2S+1   2
HOMO level (spin up / spin down)   -19.058 / -19.205 eV

***

Below is the ion C3H6Br2N3 with charge +1, with properties calculated with ωB97M-V/def2-TZVPD.

```
14
Properties=species:S:1:pos:R:3:nbo_charge:R:1
C -1.15674 0.24215 0.90884 0.372
C 0.04952 -1.13938 -0.81295 -0.099
C 0.96628 1.12908 0.12514 -0.070
N -1.00434 -0.88699 0.23965 -0.407
N 0.50600 0.20843 -1.23537 -0.497
N -0.15022 1.09338 1.07121 -0.547
Br -2.43403 -2.20293 0.31666 0.342
Br 2.06610 0.01439 -2.31948 0.255
H -1.94502 0.50098 1.53388 0.245
H 0.69780 -1.87053 -0.24650 0.233
H -0.65290 -1.57840 -1.64881 0.257
H 1.84487 0.71032 0.71520 0.215
H 1.23916 1.99878 -0.44194 0.249
H -0.02649 1.78072 1.79449 0.451
```

Properties
Total charge   +1
Structure (SMILES)   BrN1C=[NH+]CN(Br)C1
HOMO-LUMO gap   0.3138 Eh
Energy above the lowest of the compared OMol25 structures with the same formula, charge and spin   168.7 kJ/mol
Electronic energy   -5429.830745 Eh
LUMO energy   -5.129 eV
HOMO level   -13.669 eV

***

Below is a structure of composition C3H6Br2O, with properties calculated with ωB97M-V/def2-TZVPD.

```
12
Properties=species:S:1:pos:R:3:nbo_charge:R:1
C -0.29164 1.23276 0.73048 -0.645
C -0.17001 0.44576 -0.49940 -0.066
C 3.97975 -0.02069 0.86255 -0.305
O 1.18637 -0.07956 -0.67526 -0.736
Br 4.22855 1.41825 -0.20667 0.187
Br 4.77296 -1.54833 0.13001 0.118
H -0.26441 0.59256 1.55708 0.206
H 0.51220 1.99402 0.65544 0.223
H -1.26277 1.79109 0.66239 0.220
H -0.29351 1.20186 -1.36397 0.166
H -0.89404 -0.39939 -0.76958 0.175
H 1.48425 -0.31445 0.18187 0.457
```

Properties
HOMO-LUMO gap   0.2969 Eh
Energy above the lowest of the compared OMol25 structures with the same formula, charge and spin   348.2 kJ/mol
Electronic energy   -5341.029691 Eh
LUMO energy   -1.237 eV
HOMO level   -9.318 eV

***

Below is the molecule C3H6Br2O2, with properties calculated with ωB97M-V/def2-TZVPD.

```
13
Properties=species:S:1:pos:R:3:nbo_charge:R:1
C 0.15685 1.57230 -0.32301 -0.658
C 0.37196 0.05210 -0.67532 -0.272
C -0.62743 -0.80225 0.25137 0.461
O -0.44929 -2.21423 0.13673 -0.718
O -0.53995 -0.35706 1.62484 -0.727
Br 2.27401 -0.47575 -0.31509 -0.039
Br -2.41045 -0.35315 -0.39687 0.039
H -0.12989 1.70948 0.72643 0.244
H -0.75048 1.92371 -0.88105 0.239
H 1.09368 2.02792 -0.55940 0.226
H 0.04609 -0.27628 -1.69082 0.245
H 0.53118 -2.37369 0.26232 0.484
H 0.43371 -0.43309 1.83985 0.476
```

Properties
Structure (SMILES)   C[C@@H](Br)C(O)(O)Br
HOMO-LUMO gap   0.4049 Eh
Energy above the lowest of the compared OMol25 structures with the same formula, charge and spin   62.3 kJ/mol
Electronic energy   -5416.402955 Eh
LUMO energy   0.393 eV
HOMO level   -10.624 eV

***

Below is a structure of composition C3H6Br2O3, with properties calculated with ωB97M-V/def2-TZVPD.

```
14
Properties=species:S:1:pos:R:3:nbo_charge:R:1
C 0.45177 -0.71194 -1.13390 -0.238
C -0.98233 1.07663 0.36067 -0.090
C 0.23824 0.43445 -0.21122 0.258
O 1.47893 -1.55295 -0.68353 -0.730
O -1.17593 2.40331 -0.01601 -0.636
O 0.69846 -1.18079 1.74641 -1.033
Br -2.54668 -0.14736 0.08486 -0.030
Br 1.80234 1.38885 0.17793 0.298
H -0.36042 -1.36384 -1.28015 0.236
H 0.69776 -0.15886 -2.02491 0.241
H -1.03457 0.84833 1.46924 0.312
H 1.10013 -1.43479 0.46881 0.480
H -0.86229 2.44680 -0.95135 0.478
H 0.49458 -2.04784 1.99315 0.454
```

Properties
HOMO-LUMO gap   0.2545 Eh
Energy above the lowest of the compared OMol25 structures with the same formula, charge and spin   503.6 kJ/mol
Electronic energy   -5491.476644 Eh
LUMO energy   -2.707 eV
HOMO level   -9.633 eV

***

Below is a cluster of 2 separate species, C3H6BrClIN in total, with properties calculated with ωB97M-V/def2-TZVPD.

```
13
Properties=species:S:1:pos:R:3:nbo_charge:R:1
C -0.66326 0.97164 0.33298 -0.504
C 0.15195 -0.86011 -1.06380 -0.431
C 1.70966 0.31990 0.40399 0.151
N 0.47581 0.14228 -0.03252 -0.306
Cl 2.17736 1.63604 1.28070 0.196
Br -4.00832 -1.37725 0.90484 -0.954
I 3.03347 -1.46035 0.65922 0.284
H -1.53620 0.43653 0.68302 0.320
H -0.43190 1.66203 1.15936 0.230
H -1.04576 1.81609 -0.28629 0.260
H -0.66056 -1.57447 -0.79607 0.290
H -0.19016 -0.24801 -1.92835 0.241
H 0.98790 -1.46432 -1.31707 0.223
```

Properties
HOMO-LUMO gap   0.1209 Eh
Energy above the lowest of the compared OMol25 structures with the same formula, charge and spin   203.7 kJ/mol
Electronic energy   -3504.441855 Eh
LUMO energy   -3.175 eV
HOMO level   -6.464 eV

***

Below is a cluster of 2 separate species, C3H6BrFO in total, with properties calculated with ωB97M-V/def2-TZVPD.

```
12
Properties=species:S:1:pos:R:3:nbo_charge:R:1
C -0.61774 0.96398 -1.02292 -0.632
C 0.48102 0.14361 -0.12781 0.011
C -0.20111 -0.26480 1.19161 0.460
O 1.17908 -0.84072 -0.83879 -0.660
F -1.04140 -1.21380 0.92799 -0.308
Br 1.66779 -1.63721 2.52899 -0.414
H -0.26709 1.09354 -2.04562 0.238
H -1.56059 0.32899 -1.12173 0.209
H -0.84869 1.91852 -0.58280 0.218
H 1.18186 0.85923 0.02744 0.200
H -0.60911 0.24047 2.03409 0.206
H 0.63598 -1.59180 -0.97046 0.473
```

Properties
HOMO-LUMO gap (spin up / spin down)   0.2979 / 0.2979 Eh
Energy above the lowest of the compared OMol25 structures with the same formula, charge and spin   174.0 kJ/mol
Electronic energy   -2866.938752 Eh
LUMO energy (spin up / spin down)   -1.331 / -1.331 eV
HOMO level (spin up / spin down)   -9.437 / -9.438 eV

***

Below is a structure of composition C3H6BrI, with properties calculated with ωB97M-V/def2-TZVPD.

```
11
Properties=species:S:1:pos:R:3:nbo_charge:R:1
C 0.83565 -0.88416 -1.56084 -0.595
C -0.83589 0.27060 1.02519 -0.857
C -0.33121 1.58382 1.32426 -0.044
Br -0.38049 0.36844 -2.61108 -0.068
I 0.90851 1.44994 3.01480 0.100
H 0.84489 -1.86427 -2.01114 0.225
H 0.48011 -0.72964 -0.47122 0.223
H 1.79994 -0.40833 -1.70550 0.220
H -0.37133 -0.49452 1.58388 0.217
H -1.06853 0.16834 0.00647 0.265
H -1.88164 0.53976 1.40517 0.313
```

Properties
HOMO-LUMO gap   0.3028 Eh
Energy above the lowest of the compared OMol25 structures with the same formula, charge and spin   416.0 kJ/mol
Electronic energy   -2989.456797 Eh
LUMO energy   -0.516 eV
HOMO level   -8.755 eV